C65H139N7O8S | ωB97M-V/def2-TZVPD

Bonds (Å) are listed after each position.
Atoms and positions in Å:
1 C -0.29 -0.03 -0.99  S2 1.784, H5 1.091, H6 1.093, H7 1.090
2 S -1.03 1.59 -1.16  C1 1.784, O3 1.507, C4 1.791
3 O -2.39 1.38 -0.56  S2 1.507
4 C 0.00 2.43 0.04  S2 1.791, H8 1.088, H9 1.087, H10 1.094
5 H 0.80 -0.05 -1.05  C1 1.091
6 H -0.64 -0.60 -1.85  C1 1.093
7 H -0.67 -0.49 -0.08  C1 1.090
8 H -0.01 1.93 1.01  C4 1.088
9 H -0.32 3.47 0.09  C4 1.087
10 H 1.00 2.39 -0.39  C4 1.094
11 C 4.10 -1.42 -6.88  C12 1.523, H22 1.104, H23 1.093, H24 1.086
12 C 3.69 -2.35 -5.75  C11 1.523, C13 1.543, N17 1.473, C21 1.524
13 C 3.97 -1.68 -4.39  C12 1.543, C14 1.529, H25 1.091, H26 1.095
14 C 3.00 -0.53 -4.09  C13 1.529, C15 1.505, H27 1.091, H28 1.094
15 C 1.61 -1.10 -4.04  C14 1.505, C16 1.529, H29 1.097, H30 1.093
16 C 1.21 -1.75 -5.37  C15 1.529, N17 1.476, C19 1.540, C20 1.527
17 N 2.26 -2.71 -5.74  C12 1.473, C16 1.476, O18 1.431
18 O 1.93 -3.45 -6.92  N17 1.431, H40 0.962
19 C -0.07 -2.58 -5.13  C16 1.540, H31 1.093, H32 1.086, H33 1.092
20 C 0.91 -0.73 -6.47  C16 1.527, H34 1.098, H35 1.090, H36 1.089
21 C 4.52 -3.62 -5.82  C12 1.524, H37 1.090, H38 1.090, H39 1.097
22 H 3.63 -1.82 -7.80  C11 1.104
23 H 5.17 -1.46 -7.13  C11 1.093
24 H 3.78 -0.38 -6.89  C11 1.086
25 H 3.94 -2.44 -3.61  C13 1.091
26 H 4.96 -1.21 -4.43  C13 1.095
27 H 3.10 0.24 -4.85  C14 1.091
28 H 3.27 -0.08 -3.13  C14 1.094
29 H 0.91 -0.30 -3.79  C15 1.097
30 H 1.52 -1.86 -3.26  C15 1.093
31 H -0.88 -1.92 -4.82  C19 1.093
32 H -0.32 -3.09 -6.06  C19 1.086
33 H 0.11 -3.29 -4.32  C19 1.092
34 H 0.25 0.09 -6.15  C20 1.098
35 H 1.80 -0.18 -6.77  C20 1.090
36 H 0.45 -1.19 -7.34  C20 1.089
37 H 4.30 -4.15 -6.75  C21 1.090
38 H 4.50 -4.25 -4.94  C21 1.090
39 H 5.58 -3.34 -5.89  C21 1.097
40 H 1.88 -4.35 -6.60  O18 0.962
41 C -3.67 5.13 -1.21  C42 1.500, H52 1.097, H53 1.091, H54 1.096
42 C -4.61 5.07 -0.05  C41 1.500, C43 1.522, N47 1.453, C51 1.538
43 C -5.99 5.38 -0.60  C42 1.522, C44 1.527, H55 1.092, H56 1.092
44 C -7.11 4.88 0.31  C43 1.527, C45 1.535, H57 1.099, H58 1.099
45 C -6.93 3.41 0.70  C44 1.535, C46 1.510, H59 1.093, H60 1.089
46 C -5.59 3.15 1.34  C45 1.510, N47 1.454, C49 1.540, C50 1.533
47 N -4.53 3.73 0.52  C42 1.453, C46 1.454, O48 1.411
48 O -3.24 3.46 1.02  N47 1.411, H70 0.968
49 C -5.54 3.58 2.81  C46 1.540, H61 1.088, H62 1.096, H63 1.086
50 C -5.38 1.64 1.31  C46 1.533, H64 1.094, H65 1.096, H66 1.093
51 C -4.17 6.21 0.89  C42 1.538, H67 1.095, H68 1.088, H69 1.091
52 H -3.96 4.41 -1.99  C41 1.097
53 H -2.62 4.96 -0.98  C41 1.091
54 H -3.75 6.11 -1.69  C41 1.096
55 H -6.09 6.47 -0.65  C43 1.092
56 H -6.08 4.99 -1.62  C43 1.092
57 H -8.10 4.98 -0.16  C44 1.099
58 H -7.24 5.53 1.19  C44 1.099
59 H -7.05 2.88 -0.25  C45 1.093
60 H -7.73 3.14 1.39  C45 1.089
61 H -5.59 4.66 2.93  C49 1.088
62 H -6.44 3.16 3.28  C49 1.096
63 H -4.69 3.15 3.33  C49 1.086
64 H -6.19 1.11 1.82  C50 1.094
65 H -5.37 1.23 0.29  C50 1.096
66 H -4.42 1.36 1.74  C50 1.093
67 H -4.84 6.30 1.75  C51 1.095
68 H -4.17 7.15 0.36  C51 1.088
69 H -3.19 6.00 1.31  C51 1.091
70 H -2.91 2.84 0.36  O48 0.968
71 C 5.21 -1.51 3.59  C72 1.530, H82 1.090, H83 1.092, H84 1.092
72 C 4.27 -1.96 2.47  C71 1.530, C73 1.523, N77 1.451, C81 1.547
73 C 3.07 -1.02 2.41  C72 1.523, C74 1.516, H85 1.103, H86 1.093
74 C 3.33 0.23 1.59  C73 1.516, C75 1.515, H87 1.100, H88 1.100
75 C 3.86 -0.11 0.21  C74 1.515, C76 1.531, H89 1.094, H90 1.099
76 C 5.10 -1.00 0.23  C75 1.531, N77 1.452, C79 1.526, C80 1.532
77 N 4.90 -2.09 1.17  C72 1.451, C76 1.452, O78 1.413
78 O 6.01 -2.96 1.19  N77 1.413, H100 0.965
79 C 5.25 -1.59 -1.17  C76 1.526, H91 1.091, H92 1.094, H93 1.091
80 C 6.33 -0.14 0.54  C76 1.532, H94 1.092, H95 1.093, H96 1.093
81 C 3.70 -3.34 2.86  C72 1.547, H97 1.100, H98 1.089, H99 1.094
82 H 4.68 -1.50 4.54  C71 1.090
83 H 5.66 -0.55 3.36  C71 1.092
84 H 6.05 -2.20 3.69  C71 1.092
85 H 2.21 -1.57 1.99  C73 1.103
86 H 2.70 -0.77 3.40  C73 1.093
87 H 3.89 0.97 2.19  C74 1.100
88 H 2.41 0.80 1.41  C74 1.100
89 H 4.02 0.81 -0.36  C75 1.094
90 H 3.04 -0.61 -0.33  C75 1.099
91 H 4.41 -2.26 -1.38  C79 1.091
92 H 5.22 -0.78 -1.91  C79 1.094
93 H 6.18 -2.12 -1.36  C79 1.091
94 H 7.25 -0.73 0.50  C80 1.092
95 H 6.41 0.69 -0.17  C80 1.093
96 H 6.31 0.31 1.53  C80 1.093
97 H 3.18 -3.72 1.96  C81 1.100
98 H 2.99 -3.29 3.68  C81 1.089
99 H 4.49 -4.07 3.10  C81 1.094
100 H 5.63 -3.83 1.05  O78 0.965
101 C -3.46 0.21 4.74  C102 1.535, H112 1.085, H113 1.098, H114 1.091
102 C -2.77 -0.89 3.93  C101 1.535, C103 1.537, N107 1.471, C111 1.508
103 C -1.69 -0.22 3.06  C102 1.537, C104 1.511, H115 1.097, H116 1.099
104 C -0.48 0.20 3.86  C103 1.511, C105 1.536, H117 1.094, H118 1.095
105 C 0.11 -0.98 4.65  C104 1.536, C106 1.516, H119 1.101, H120 1.092
106 C -0.89 -1.65 5.58  C105 1.516, N107 1.485, C109 1.549, C110 1.532
107 N -2.12 -1.89 4.79  C102 1.471, C106 1.485, O108 1.429
108 O -3.11 -2.59 5.54  N107 1.429, H130 0.963
109 C -0.33 -3.05 5.94  C106 1.549, H121 1.098, H122 1.082, H123 1.088
110 C -1.11 -0.89 6.89  C106 1.532, H124 1.093, H125 1.091, H126 1.088
111 C -3.73 -1.59 3.00  C102 1.508, H127 1.099, H128 1.090, H129 1.087
112 H -2.80 0.82 5.34  C101 1.085
113 H -3.95 0.89 4.03  C101 1.098
114 H -4.26 -0.20 5.36  C101 1.091
115 H -1.45 -0.82 2.18  C103 1.097
116 H -2.10 0.71 2.64  C103 1.099
117 H 0.30 0.68 3.27  C104 1.094
118 H -0.78 0.94 4.60  C104 1.095
119 H 0.91 -0.53 5.26  C105 1.101
120 H 0.61 -1.70 3.99  C105 1.092
121 H 0.64 -2.83 6.39  C109 1.098
122 H -0.15 -3.69 5.09  C109 1.082
123 H -0.99 -3.48 6.70  C109 1.088
124 H -0.21 -0.97 7.51  C110 1.093
125 H -1.93 -1.36 7.44  C110 1.091
126 H -1.35 0.16 6.77  C110 1.088
127 H -3.14 -2.34 2.45  C111 1.099
128 H -4.45 -2.22 3.52  C111 1.090
129 H -4.19 -0.88 2.31  C111 1.087
130 H -3.02 -3.50 5.23  O108 0.963
131 C 1.44 -6.41 -1.34  C132 1.522, H142 1.095, H143 1.090, H144 1.090
132 C 1.82 -5.13 -0.61  C131 1.522, C133 1.526, N137 1.453, C141 1.522
133 C 1.24 -3.92 -1.34  C132 1.526, C134 1.519, H145 1.106, H146 1.089
134 C -0.26 -3.80 -1.17  C133 1.519, C135 1.513, H147 1.100, H148 1.100
135 C -0.58 -3.66 0.30  C134 1.513, C136 1.521, H149 1.096, H150 1.096
136 C -0.04 -4.80 1.15  C135 1.521, N137 1.452, C139 1.533, C140 1.525
137 N 1.33 -5.07 0.75  C132 1.453, C136 1.452, O138 1.414
138 O 2.02 -5.92 1.65  N137 1.414, H160 0.966
139 C -0.04 -4.27 2.59  C136 1.533, H151 1.096, H152 1.095, H153 1.090
140 C -0.97 -6.01 1.07  C136 1.525, H154 1.089, H155 1.096, H156 1.090
141 C 3.33 -4.95 -0.62  C132 1.522, H157 1.096, H158 1.088, H159 1.090
142 H 1.83 -7.25 -0.76  C131 1.095
143 H 1.78 -6.47 -2.37  C131 1.090
144 H 0.36 -6.56 -1.35  C131 1.090
145 H 1.57 -3.03 -0.77  C133 1.106
146 H 1.54 -3.79 -2.38  C133 1.089
147 H -0.85 -4.59 -1.66  C134 1.100
148 H -0.67 -2.93 -1.71  C134 1.100
149 H -1.67 -3.63 0.43  C135 1.096
150 H -0.23 -2.65 0.56  C135 1.096
151 H 0.71 -3.48 2.67  C139 1.096
152 H -0.97 -3.73 2.83  C139 1.095
153 H 0.16 -5.04 3.34  C139 1.090
154 H -0.69 -6.81 1.74  C140 1.089
155 H -1.98 -5.69 1.33  C140 1.096
156 H -1.06 -6.41 0.06  C140 1.090
157 H 3.57 -4.07 0.00  C141 1.096
158 H 3.67 -4.78 -1.64  C141 1.088
159 H 3.83 -5.80 -0.14  C141 1.090
160 H 2.55 -5.30 2.17  O138 0.966
161 C -3.78 -1.87 -1.62  C162 1.526, H172 1.091, H173 1.098, H174 1.088
162 C -4.64 -1.36 -2.77  C161 1.526, C163 1.530, N167 1.449, C171 1.541
163 C -6.07 -1.83 -2.47  C162 1.530, C164 1.528, H175 1.093, H176 1.095
164 C -7.15 -1.03 -3.19  C163 1.528, C165 1.528, H177 1.087, H178 1.095
165 C -6.95 0.46 -2.90  C164 1.528, C166 1.516, H179 1.098, H180 1.093
166 C -5.59 0.94 -3.36  C165 1.516, N167 1.451, C169 1.550, C170 1.530
167 N -4.59 0.09 -2.73  C162 1.449, C166 1.451, O168 1.417
168 O -3.27 0.55 -2.99  N167 1.417, H190 0.969
169 C -5.48 0.93 -4.90  C166 1.550, H181 1.090, H182 1.086, H183 1.094
170 C -5.38 2.38 -2.90  C166 1.530, H184 1.096, H185 1.095, H186 1.085
171 C -4.17 -1.96 -4.10  C162 1.541, H187 1.092, H188 1.092, H189 1.090
172 H -2.71 -1.68 -1.77  C161 1.091
173 H -3.87 -2.96 -1.57  C161 1.098
174 H -4.15 -1.44 -0.69  C161 1.088
175 H -6.18 -2.86 -2.81  C163 1.093
176 H -6.25 -1.80 -1.39  C163 1.095
177 H -8.15 -1.37 -2.93  C164 1.087
178 H -6.97 -1.17 -4.26  C164 1.095
179 H -7.04 0.55 -1.81  C165 1.098
180 H -7.70 1.09 -3.38  C165 1.093
181 H -4.44 1.10 -5.20  C169 1.090
182 H -5.86 0.02 -5.34  C169 1.086
183 H -6.05 1.77 -5.31  C169 1.094
184 H -5.25 2.43 -1.81  C170 1.096
185 H -4.40 2.70 -3.27  C170 1.095
186 H -6.15 3.05 -3.27  C170 1.085
187 H -3.73 -2.95 -3.95  C171 1.092
188 H -3.42 -1.29 -4.52  C171 1.092
189 H -4.97 -2.09 -4.84  C171 1.090
190 H -3.07 1.01 -2.16  O168 0.969
191 C 6.83 4.47 0.58  C192 1.520, H202 1.090, H203 1.092, H204 1.092
192 C 5.75 4.61 1.65  C191 1.520, C193 1.521, N197 1.456, C201 1.541
193 C 5.92 5.95 2.34  C192 1.521, C194 1.538, H205 1.091, H206 1.097
194 C 4.72 6.41 3.18  C193 1.538, C195 1.528, H207 1.089, H208 1.096
195 C 3.44 6.42 2.34  C194 1.528, C196 1.529, H209 1.094, H210 1.093
196 C 3.20 5.10 1.61  C195 1.529, N197 1.468, C199 1.540, C200 1.524
197 N 4.44 4.59 1.02  C192 1.456, C196 1.468, O198 1.417
198 O 4.23 3.38 0.31  N197 1.417, H220 0.972
199 C 2.60 4.08 2.60  C196 1.540, H211 1.102, H212 1.098, H213 1.087
200 C 2.20 5.32 0.48  C196 1.524, H214 1.092, H215 1.093, H216 1.085
201 C 5.95 3.52 2.72  C192 1.541, H217 1.095, H218 1.090, H219 1.089
202 H 6.86 3.47 0.16  C191 1.090
203 H 7.80 4.73 1.01  C191 1.092
204 H 6.67 5.17 -0.24  C191 1.092
205 H 6.78 5.93 3.02  C193 1.091
206 H 6.07 6.75 1.59  C193 1.097
207 H 4.93 7.38 3.61  C194 1.089
208 H 4.56 5.69 3.99  C194 1.096
209 H 3.46 7.24 1.62  C195 1.094
210 H 2.58 6.55 3.00  C195 1.093
211 H 3.13 4.13 3.57  C199 1.102
212 H 1.61 4.34 2.98  C199 1.098
213 H 2.64 3.04 2.29  C199 1.087
214 H 1.29 5.74 0.92  C200 1.092
215 H 2.63 6.07 -0.19  C200 1.093
216 H 2.00 4.43 -0.10  C200 1.085
217 H 5.68 2.55 2.28  C201 1.095
218 H 5.31 3.66 3.59  C201 1.090
219 H 6.97 3.51 3.09  C201 1.089
220 H 4.22 2.71 1.01  O198 0.972

Properties
Largest force on an atom: 0.0400 Eh/bohr
Multiplicity: 1
HOMO energy: -7.78 eV
Total charge: 0